Record 1
22
Properties=species:S:1:pos:R:3:forces:R:3:mulliken_charge:R:1 method="wB97M-V/def2-TZVPD" smiles=CN[C@H](CN)CCO e_tot_ev=-10436.709 gap_ev=9.58 e_lumo_ev=1.01
C -2.239 -0.355 -0.985 1.664 6.319 1.685 -0.9785
N -1.297 -0.329 0.163 1.872 -1.984 -0.226 -0.2542
C 0.193 -0.218 -0.060 1.011 -0.091 -0.080 0.0795
C 0.810 0.725 0.929 0.068 -1.475 1.707 -0.8462
C 0.257 2.065 0.721 1.974 2.417 1.397 -0.2426
O 1.430 2.884 0.469 0.564 1.584 -0.523 -0.5665
C 1.115 -1.507 -0.037 -1.536 -0.464 1.672 -0.7958
N 0.562 -2.407 -1.007 1.701 -1.226 -0.578 -0.4990
H -2.025 -0.651 -1.973 0.646 -1.192 -0.783 0.3062
H -2.357 0.888 -1.064 -0.202 -2.978 -0.602 0.2189
H -3.138 -0.611 -0.553 -2.172 -1.082 0.289 0.4357
H -1.462 -1.119 0.802 0.063 0.411 -0.399 0.3122
H 0.397 0.339 -1.025 -0.573 -1.035 0.577 0.2521
H 1.867 0.665 0.767 0.773 0.576 -0.502 0.3229
H 0.799 0.485 2.036 -0.692 -0.426 -1.172 0.3952
H -0.320 2.097 -0.202 -1.042 0.286 0.760 0.2974
H -0.037 2.377 1.759 -1.373 0.262 -1.544 0.1895
H 1.265 3.854 0.332 -0.325 -1.591 0.291 0.2944
H 2.179 -1.359 -0.348 -0.891 0.545 0.714 0.4453
H 1.054 -1.986 1.115 0.485 1.329 -2.589 0.1857
H 1.293 -3.161 -1.179 -2.193 0.737 0.338 0.2449
H -0.347 -2.677 -0.658 0.178 -0.923 -0.431 0.2030

---

Record 2
12
Properties=species:S:1:pos:R:3:forces:R:3:mulliken_charge:R:1 method="wB97M-V/def2-TZVPD" e_tot_ev=-8335.411 gap_ev="8.25 / 7.58" e_lumo_ev="0.65 / 0.52"
C 1.088 1.276 -0.222 0.003 0.114 -0.154 -0.9612
C 0.544 0.073 -0.961 0.267 -0.093 0.096 0.0167
O 1.072 -1.172 -0.632 0.008 0.013 -0.191 -0.3438
C -0.355 -1.056 -0.494 -0.031 0.305 -0.434 0.0693
C -0.687 -0.744 0.814 0.040 -0.122 0.820 -0.3298
O -1.941 -0.560 1.255 -0.357 -0.052 -0.212 -0.4647
H 0.278 1.888 0.190 0.084 -0.091 -0.119 0.2759
H 1.791 1.029 0.583 -0.106 -0.073 -0.117 0.3286
H 1.611 1.893 -0.959 0.017 -0.026 0.147 0.2936
H -2.547 -0.622 0.504 -0.068 -0.066 0.206 0.3130
H -1.021 -1.553 -1.198 0.165 0.041 0.128 0.3877
H 0.071 -0.555 1.562 -0.021 0.051 -0.170 0.4146

---

Record 3
86
Properties=species:S:1:pos:R:3:forces:R:3:mulliken_spin:R:1 method="wB97M-V/def2-TZVPD" e_tot_ev=-215992.848 charge=+2 spin_multiplicity=4 gap_ev="5.35 / 6.29" s_squared=3.9515 e_lumo_ev="-6.40 / -6.34"
N 5.693 -0.639 3.022 0.060 0.093 -0.188 -0.0353
C 4.759 -1.413 3.579 -0.248 -0.248 -0.354 0.0150
C 3.778 -2.084 2.836 0.277 0.102 -0.100 -0.0307
C 3.746 -1.911 1.434 0.918 0.299 1.121 -0.0374
C 4.722 -1.066 0.867 0.008 -0.090 0.459 -0.0414
C 5.687 -0.477 1.693 -0.700 -0.376 -0.031 0.0132
C 2.718 -2.474 0.591 -0.773 1.275 -0.264 -0.3049
V 0.839 -2.894 0.426 -0.381 0.581 1.532 2.4836
P -0.591 -3.376 -1.295 -3.213 0.734 -0.730 0.0142
C 2.217 -1.736 -0.582 1.304 0.375 -1.664 -0.1064
C 1.732 -0.364 -0.615 0.782 -1.247 0.482 0.1774
C 1.762 0.361 -1.845 -0.293 -0.080 -0.412 -0.0610
C 0.953 1.420 -2.068 -0.161 0.220 0.015 0.1827
C -0.056 1.836 -1.048 2.215 1.199 0.585 0.1077
C 0.387 1.421 0.319 0.170 -0.020 0.242 0.1434
C 1.159 0.303 0.498 -0.411 0.531 0.300 0.0340
Br -1.785 0.967 -1.392 -1.321 -0.565 -0.312 0.1428
H 2.431 -3.588 0.609 1.553 0.064 0.109 0.1045
H 2.619 -2.051 -1.562 -0.326 0.164 0.335 -0.0303
H 3.038 -2.704 3.354 0.369 0.199 -0.271 0.0018
H 4.726 -0.875 -0.204 0.045 -0.096 0.209 -0.0024
H 4.783 -1.516 4.673 0.064 0.080 -0.513 0.0001
H 6.459 0.148 1.238 -0.120 -0.132 0.347 0.0004
H 2.411 -0.018 -2.633 -0.094 0.204 0.072 0.0048
H 1.339 -0.114 1.497 0.020 0.325 -0.533 0.0154
H 0.945 1.949 -3.015 0.095 -0.233 0.008 -0.0008
H 0.001 1.982 1.173 -0.036 -0.259 -0.186 0.0221
P -0.456 3.684 -1.222 -0.534 -1.349 -0.133 -0.0216
C -0.432 -4.664 0.110 0.283 -1.727 -1.356 0.0614
C -1.004 -6.084 -0.160 0.477 0.231 0.084 -0.0028
H -0.882 -4.272 1.050 0.267 0.251 -0.743 0.0083
H 0.685 -4.732 0.244 -0.365 -1.193 0.294 -0.0281
H -0.807 -6.720 0.714 -0.035 0.173 -0.182 -0.0011
H -2.092 -6.062 -0.316 0.368 0.204 -0.008 0.0054
H -0.527 -6.544 -1.033 -0.161 0.165 0.193 0.0023
C -0.029 -2.069 -2.518 1.405 0.480 -1.072 0.0433
C -0.834 -1.756 -3.778 -0.264 -0.705 -0.025 0.0066
H 1.008 -2.328 -2.790 -0.491 0.302 0.092 -0.0102
H -0.031 -1.142 -1.920 0.121 -0.877 -0.084 0.0116
H -0.252 -1.037 -4.375 -0.055 -0.217 0.219 0.0017
H -0.994 -2.656 -4.383 -0.101 0.314 -0.001 0.0004
H -1.790 -1.273 -3.540 0.182 -0.279 -0.085 0.0003
C -2.254 -2.711 -0.946 -0.204 0.136 0.068 0.0439
C -3.357 -3.138 -1.912 -0.481 -0.057 -0.055 0.0179
H -2.132 -1.615 -0.945 -0.204 -0.452 0.131 -0.0478
H -2.508 -3.035 0.069 0.010 0.199 -0.421 0.0218
H -4.222 -2.468 -1.805 0.139 -0.182 -0.059 -0.0005
H -3.055 -3.116 -2.967 -0.002 -0.020 0.355 -0.0005
H -3.709 -4.152 -1.679 0.139 0.181 -0.155 -0.0014
C -1.750 3.957 0.016 -0.098 -0.113 0.365 0.0039
C -2.994 4.726 -0.435 -0.236 0.315 0.138 0.0005
H -1.252 4.460 0.858 -0.276 -0.098 -0.177 -0.0010
H -2.061 2.962 0.373 0.223 0.314 -0.140 -0.0016
H -2.752 5.774 -0.674 -0.190 -0.360 0.029 -0.0001
H -3.505 4.264 -1.293 0.285 0.098 0.266 -0.0001
H -3.713 4.720 0.399 0.255 0.145 -0.328 0.0002
C -1.096 3.874 -2.910 -0.432 -0.080 0.348 0.0018
C -0.093 4.275 -3.983 0.207 0.296 -0.316 0.0006
H -1.905 4.612 -2.805 0.215 -0.154 -0.258 0.0001
H -1.578 2.920 -3.163 0.070 0.284 0.139 0.0005
H 0.001 5.365 -4.047 0.062 -0.236 -0.023 0.0000
H 0.910 3.858 -3.840 -0.220 0.087 -0.026 -0.0007
H -0.465 3.914 -4.946 0.133 0.164 0.106 0.0003
C 0.926 4.814 -1.015 0.293 0.006 -0.305 0.0098
C 1.274 5.261 0.397 0.149 0.046 0.283 0.0056
H 0.657 5.680 -1.637 0.036 -0.160 0.079 -0.0013
H 1.791 4.338 -1.500 -0.156 0.137 0.028 -0.0003
H 1.786 4.471 0.953 -0.103 0.070 -0.032 -0.0029
H 1.953 6.117 0.332 -0.137 -0.186 0.085 0.0004
H 0.390 5.574 0.961 0.247 0.063 -0.086 0.0002
C 0.603 0.708 3.773 0.355 0.297 0.154 -0.0008
N -0.691 0.173 3.366 -0.119 -0.623 -0.652 -0.0008
C -1.877 0.892 3.377 -0.045 -0.549 -0.099 0.0025
C -2.870 0.026 3.052 0.517 -0.158 0.145 -0.0011
N -2.281 -1.210 2.848 0.770 0.515 -0.280 -0.0055
C -2.989 -2.451 2.610 -0.431 -0.354 -0.125 0.0008
C -0.930 -1.102 2.942 -1.152 0.817 0.696 0.0490
Se 0.272 -2.512 2.675 -0.058 0.635 2.124 0.0161
H 1.073 1.272 2.957 -0.127 -0.173 0.279 -0.0014
H 1.262 -0.118 4.071 -0.228 0.263 -0.099 0.0012
H 0.453 1.389 4.622 0.024 -0.332 -0.224 -0.0002
H -1.905 1.944 3.607 0.001 -0.085 0.122 0.0002
H -3.931 0.154 2.949 -0.092 0.095 0.095 -0.0001
H -3.960 -2.403 3.108 0.209 -0.025 -0.031 -0.0004
H -3.149 -2.611 1.541 -0.061 0.139 0.422 0.0005
H -2.404 -3.282 3.016 -0.188 0.223 -0.020 0.0007

---

Record 4
84
Properties=species:S:1:pos:R:3:forces:R:3:mulliken_charge:R:1 method="wB97M-V/def2-TZVPD" e_tot_ev=-120164.539 gap_ev=7.44 e_lumo_ev=-0.13
Ga 0.161 -0.509 0.668 0.264 -0.121 0.045 1.3707
C 4.307 -0.966 -0.187 -0.037 0.004 -0.051 -1.0983
C 4.026 0.504 -0.115 -0.090 0.042 0.091 0.8123
N 5.024 1.357 -0.017 0.050 -0.112 -0.024 -0.6784
C 4.765 2.670 0.051 0.072 0.035 -0.022 -1.0173
C 3.504 3.203 -0.070 -0.182 0.001 0.148 0.2996
C 3.289 4.689 0.018 0.090 -0.016 -0.133 -0.9658
O 2.232 4.959 0.942 -0.025 -0.024 0.114 -0.4225
C 2.414 2.318 -0.190 0.404 -0.489 -0.048 0.8231
C 1.087 2.823 -0.474 -0.387 0.259 0.018 -0.7678
N -0.002 2.188 -0.271 0.313 -0.135 0.309 0.4126
C -1.219 2.831 -0.509 -0.239 0.252 -0.014 -0.4900
C -1.461 4.163 -0.161 0.086 -0.013 0.062 0.0896
C -2.715 4.722 -0.340 -0.063 0.033 -0.049 -0.9381
C -3.753 3.973 -0.877 -0.013 -0.031 0.023 -0.5689
C -3.531 2.650 -1.232 0.036 -0.014 -0.016 -0.5991
C -2.280 2.097 -1.029 0.014 -0.446 -0.227 0.2003
I -1.899 0.078 -1.511 -0.137 0.386 0.225 0.1599
C 2.670 0.936 -0.129 -0.158 0.653 0.147 0.2756
O 1.726 0.035 -0.141 0.250 -0.434 -0.256 -0.4634
H 5.334 -1.138 -0.500 0.029 0.052 0.053 0.4487
H 3.618 -1.444 -0.884 0.011 -0.036 0.031 0.3072
H 4.150 -1.432 0.789 0.027 -0.017 -0.024 0.0360
H 5.632 3.308 0.191 -0.067 0.062 -0.001 0.3375
H 3.035 5.107 -0.965 0.007 -0.002 0.015 0.3358
H 4.220 5.155 0.349 0.004 0.009 -0.040 0.4353
H 2.330 5.851 1.282 0.020 0.033 -0.040 0.2885
H 1.048 3.825 -0.911 -0.020 -0.018 0.017 0.7027
H -0.667 4.749 0.285 0.048 -0.058 0.008 0.4145
H -2.886 5.753 -0.057 0.013 -0.015 0.023 0.4003
H -4.737 4.406 -1.000 0.018 0.017 -0.042 0.3945
H -4.319 2.050 -1.667 -0.044 0.024 0.057 0.4334
S 0.101 -2.380 -0.803 -0.111 0.384 -0.141 -0.4028
C 0.262 -4.079 -0.355 -0.076 0.043 0.323 0.6181
C 0.802 -4.536 0.843 0.119 -0.022 -0.078 0.2557
C 0.877 -5.898 1.098 0.023 -0.018 0.027 -0.6042
C 0.437 -6.817 0.158 -0.001 -0.055 -0.033 -0.5752
C -0.072 -6.364 -1.052 0.015 -0.013 0.008 -0.4870
C -0.165 -5.007 -1.307 0.000 0.065 0.063 -0.8535
H 1.180 -3.827 1.568 -0.046 -0.203 -0.222 0.0191
H 1.291 -6.244 2.038 0.010 0.014 0.005 0.4112
H 0.499 -7.878 0.361 0.005 0.006 -0.001 0.3772
H -0.402 -7.070 -1.804 -0.009 -0.006 0.014 0.3649
H -0.566 -4.644 -2.245 -0.033 -0.044 0.001 0.4265
C -0.497 1.616 5.340 0.019 -0.161 -0.030 -2.0072
C -0.643 1.543 3.814 0.114 -0.150 -0.301 3.3350
C -2.091 1.883 3.426 0.083 -0.036 -0.018 -2.1786
C 0.234 2.646 3.210 0.085 -0.011 0.058 -1.6725
Si -0.154 -0.220 3.129 -0.319 -0.254 0.110 -1.8226
C -1.569 -1.520 3.468 0.167 0.145 0.016 2.6320
C -1.054 -2.940 3.205 0.004 0.154 -0.015 -1.8892
C -2.739 -1.295 2.500 0.059 -0.009 0.006 -1.6462
C -2.084 -1.455 4.912 0.008 0.037 -0.070 -1.9055
C 1.583 -0.797 3.797 -0.162 0.051 -0.168 2.8152
C 2.591 0.355 3.672 -0.048 -0.045 0.003 -2.2609
C 2.123 -1.964 2.956 -0.063 0.116 0.081 -2.0768
C 1.515 -1.245 5.262 -0.029 0.010 -0.044 -1.8173
H -0.904 2.569 5.692 0.004 0.022 -0.006 0.5685
H 0.553 1.577 5.635 -0.044 0.031 0.050 0.3659
H -1.030 0.815 5.855 0.044 0.070 0.035 0.3280
H -2.284 2.940 3.635 0.025 0.005 0.034 0.5815
H -2.823 1.302 3.988 -0.011 -0.026 -0.056 0.3655
H -2.256 1.728 2.356 -0.086 0.024 0.004 0.3222
H 0.002 3.600 3.696 -0.035 -0.010 -0.013 0.6250
H 0.026 2.754 2.154 0.021 0.076 -0.296 -0.0040
H 1.302 2.471 3.326 -0.101 0.076 -0.025 0.2541
H -0.629 -3.032 2.202 -0.095 -0.036 0.114 -0.1719
H -1.885 -3.649 3.271 -0.019 0.004 -0.007 0.7211
H -0.307 -3.246 3.939 0.004 -0.038 -0.053 0.3554
H -2.408 -1.353 1.458 -0.072 -0.004 0.003 0.2019
H -3.237 -0.340 2.652 -0.007 0.032 -0.052 0.2548
H -3.487 -2.083 2.639 0.011 -0.015 0.034 0.5460
H -1.278 -1.604 5.632 -0.057 -0.012 0.042 0.3519
H -2.827 -2.243 5.073 -0.002 -0.014 0.001 0.5141
H -2.565 -0.502 5.132 -0.026 -0.037 0.018 0.3152
H 2.609 0.770 2.660 0.052 0.037 0.017 0.3560
H 3.600 -0.009 3.893 -0.002 -0.040 0.019 0.6433
H 2.373 1.162 4.373 0.051 -0.032 -0.029 0.3649
H 2.137 -1.725 1.888 0.076 -0.076 0.018 -0.0681
H 1.546 -2.877 3.099 0.076 0.141 0.071 0.2881
H 3.157 -2.181 3.247 0.024 0.010 0.019 0.7088
H 1.109 -0.467 5.911 0.026 -0.073 0.022 0.3282
H 2.522 -1.483 5.621 0.015 -0.017 -0.007 0.5403
H 0.904 -2.142 5.377 0.026 0.023 0.049 0.3189